Entry 1:
This record from the OMol25 dataset describes C6H13N in the gas phase in a non-equilibrium geometry. The level of theory is the ωB97M-V functional and the def2-TZVPD basis.

Output
E_tot (Ha): -291.13247
LUMO (eV): 1.08
E_HOMO (Ha): -0.321
Largest force on an atom (eV/A): 1.793
SMILES: C/C=C(\C)CCN
Energy above the lowest of the compared OMol25 structures with the same formula, charge and spin (kJ/mol): 68.99

Element x y z (Å)
C -1.52 -1.35 -0.23
C -0.71 -0.36 -1.06
C 0.37 0.40 -0.33
C 1.66 0.14 -0.52
C 2.83 0.69 0.23
C -0.10 1.17 0.88
N -2.57 -0.70 0.56
H -1.97 -2.06 -0.94
H -0.82 -1.90 0.40
H -1.39 0.38 -1.52
H -0.28 -0.82 -1.95
H 1.94 -0.71 -1.16
H 2.78 0.62 1.32
H 3.69 0.07 0.01
H 3.12 1.72 0.00
H -0.84 1.90 0.57
H -0.54 0.58 1.68
H 0.72 1.78 1.24
H -3.13 -0.11 -0.05
H -3.24 -1.42 0.85

These are the natural (NBO) partial charges, in e, on atoms 1 to 8: C -0.21; C -0.43; C 0.03; C -0.20; C -0.66; C -0.66; N -0.83; H 0.17



Entry 2:
This record from the OMol25 dataset describes C4H12N2 in the gas phase in a non-equilibrium geometry. The level of theory is the ωB97M-V functional and the def2-TZVPD basis.

Output
E_tot (Ha): -269.06109
LUMO (eV): 1.09
E_HOMO (Ha): -0.331
Largest force on an atom (eV/A): 4.789
SMILES: C[C@H](N)CCN
Energy above the lowest of the compared OMol25 structures with the same formula, charge and spin (kJ/mol): 145.07

Element x y z (Å)
C 0.75 1.49 -1.47
C -0.13 0.69 -0.47
C 0.82 -0.41 0.21
C -0.08 -1.40 1.19
N -0.62 -2.42 0.45
N -0.67 1.68 0.56
H 1.37 0.85 -2.14
H 1.54 2.26 -1.04
H 0.10 2.21 -2.04
H -1.06 0.20 -0.93
H 1.09 -1.01 -0.62
H 1.77 0.05 0.61
H -0.77 -0.73 1.78
H 0.56 -1.95 1.89
H -0.91 -3.17 1.06
H -1.40 -2.24 -0.10
H -0.88 2.61 0.18
H -1.48 1.28 0.89

These are the natural (NBO) partial charges, in e, on atoms 1 to 8: C -0.64; C -0.04; C -0.41; C -0.20; N -0.83; N -0.85; H 0.22; H 0.22



Entry 3:
This record from the OMol25 dataset describes C5H8N2O in the gas phase in a non-equilibrium geometry. The level of theory is the ωB97M-V functional and the def2-TZVPD basis.

Output
E_tot (Ha): -380.04889
LUMO (eV): 0.67
E_HOMO (Ha): -0.314
Largest force on an atom (eV/A): 2.159
SMILES: [H]/N=C1/C=C(O)CN1C
Energy above the lowest of the compared OMol25 structures with the same formula, charge and spin (kJ/mol): 103.15

Element x y z (Å)
C -0.70 -0.88 0.49
C 1.35 0.02 1.54
N 0.25 0.20 0.64
C 0.26 1.07 -0.51
C -1.15 -0.66 -0.92
C -0.70 0.50 -1.43
O -1.95 -1.59 -1.49
N 0.99 2.07 -0.74
H -2.17 -1.32 -2.39
H 1.59 2.37 0.02
H -0.24 -1.87 0.60
H -1.52 -0.82 1.20
H -0.94 0.96 -2.37
H 2.06 0.84 1.42
H 0.99 0.03 2.58
H 1.88 -0.92 1.35

These are the natural (NBO) partial charges, in e, on atoms 1 to 8: C -0.26; C -0.40; N -0.45; C 0.44; C 0.38; C -0.39; O -0.66; N -0.72



Entry 4:
This record from the OMol25 dataset describes C4H8O2 in the gas phase in a non-equilibrium geometry. The level of theory is the ωB97M-V functional and the def2-TZVPD basis.

Output
E_tot (Ha): -307.56874
LUMO (eV): 0.85
E_HOMO (Ha): -0.287
Largest force on an atom (eV/A): 2.224
SMILES: C=COCCO
Energy above the lowest of the compared OMol25 structures with the same formula, charge and spin (kJ/mol): 377.27

Element x y z (Å)
O -0.83 -0.06 -1.25
C -1.34 -0.65 0.69
C -0.10 -0.99 1.05
C 0.65 0.18 -1.01
C 1.05 0.86 0.32
O 0.88 -0.05 1.39
H -1.39 0.73 -1.37
H -1.74 0.35 0.86
H -2.05 -1.39 0.36
H 0.22 -2.01 1.13
H 1.26 -0.74 -1.11
H 0.88 0.81 -1.85
H 0.43 1.75 0.45
H 2.10 1.21 0.35

These are the natural (NBO) partial charges, in e, on atoms 1 to 8: O -0.73; C -0.37; C 0.01; C -0.11; C -0.09; O -0.53; H 0.48; H 0.19



> energy above the lowest of the compared OMol25 structures with the same formula, charge and spin of number 1 (C6H13N)?

68.99 kJ/mol



Repeat the fourth record exactly.
This record from the OMol25 dataset describes C4H8O2 in the gas phase in a non-equilibrium geometry. The level of theory is the ωB97M-V functional and the def2-TZVPD basis.

Output
E_tot (Ha): -307.56874
LUMO (eV): 0.85
E_HOMO (Ha): -0.287
Largest force on an atom (eV/A): 2.224
SMILES: C=COCCO
Energy above the lowest of the compared OMol25 structures with the same formula, charge and spin (kJ/mol): 377.27

Element x y z (Å)
O -0.83 -0.06 -1.25
C -1.34 -0.65 0.69
C -0.10 -0.99 1.05
C 0.65 0.18 -1.01
C 1.05 0.86 0.32
O 0.88 -0.05 1.39
H -1.39 0.73 -1.37
H -1.74 0.35 0.86
H -2.05 -1.39 0.36
H 0.22 -2.01 1.13
H 1.26 -0.74 -1.11
H 0.88 0.81 -1.85
H 0.43 1.75 0.45
H 2.10 1.21 0.35

These are the natural (NBO) partial charges, in e, on atoms 1 to 8: O -0.73; C -0.37; C 0.01; C -0.11; C -0.09; O -0.53; H 0.48; H 0.19